{"formula": "C4H12S2", "method": "ωB97M-V with the def2-TZVPD basis set", "e_above_lowest_kcal_mol": 25.7, "spin_multiplicity": 1, "smiles": "CCS.CCS", "energy_ev": -26012.005, "elements": ["C", "C", "S", "H", "H", "H", "H", "H", "H", "C", "C", "S", "H", "H", "H", "H", "H", "H"], "positions_angstrom": [[1.097, 1.016, 2.134], [-0.382, 0.876, 1.740], [2.171, 1.975, 1.047], [1.111, 1.592, 3.062], [1.516, 0.017, 2.267], [-0.930, 1.814, 1.898], [3.017, 1.101, 0.525], [-0.750, 0.134, 2.426], [-0.485, 0.459, 0.740], [-0.471, -1.492, -2.075], [-1.438, -0.819, -1.134], [1.117, -0.584, -2.292], [-0.034, -2.390, -1.570], [-0.860, -2.059, -2.917], [-2.266, -1.472, -0.818], [0.587, 0.295, -3.163], [-2.084, -0.061, -1.603], [-0.917, -0.403, -0.267]]}